[1]
The following is a quantum chemistry calculation of a molecular structure, C16H23BeBrN2O, from the OMol25 dataset.

XYZ file:
```
44
C16H23BeBrN2O | the OMol25 dataset | ωB97M-V with the def2-TZVPD basis set
Be -0.142 -0.127 0.530
C -0.480 2.517 -3.715
C 0.308 1.172 -3.570
C 1.871 1.359 -3.526
C -0.190 0.079 -4.549
C -0.104 0.609 -2.247
N -0.187 0.185 -1.157
H -0.170 3.104 -4.535
H -0.184 3.118 -2.798
H -1.567 2.355 -3.722
H 2.318 1.266 -4.528
H 2.185 0.539 -2.887
H 2.116 2.324 -3.076
H -0.202 0.374 -5.573
H -1.166 -0.290 -4.279
H 0.483 -0.823 -4.465
N 1.825 2.024 1.426
C 1.047 1.319 0.943
H 2.586 2.474 1.895
Br -5.098 2.514 3.544
C -3.563 1.726 2.743
C -2.324 1.517 3.377
C -1.276 0.966 2.643
C -1.489 0.532 1.306
C -2.755 0.501 0.745
C -3.743 1.196 1.428
H -2.228 1.844 4.423
H -0.310 0.765 3.073
H -3.028 -0.047 -0.155
H -4.754 1.186 1.002
C 0.583 -2.190 3.004
C 1.289 -2.207 1.652
C 2.786 -2.256 1.802
C 1.018 -3.496 0.839
O 0.890 -1.143 0.835
H 0.944 -3.036 3.627
H -0.502 -2.268 2.929
H 0.802 -1.292 3.622
H 3.093 -3.283 2.156
H 3.193 -1.542 2.559
H 3.267 -2.094 0.847
H 1.274 -4.400 1.424
H 1.604 -3.442 -0.108
H -0.020 -3.632 0.517
```

As for the total energy: -3396.96949 Eh. Its charge is 0. The HOMO energy is -0.2873 hartree.

Löwdin atomic charge list, values in e, 8 entries: -0.12, -0.03, -0.53, -0.01, -0.04, -0.02, 0.28, 0.06

[2]
The following is a quantum chemistry calculation of 3 unconnected molecules or ions with the total composition C16H23BrO10, from the OMol25 dataset.

XYZ file:
```
50
C16H23BrO10 | the OMol25 dataset | ωB97M-V with the def2-TZVPD basis set
C 5.397 1.734 -0.945
C 4.368 0.570 -1.039
C 3.276 0.767 0.057
Br 2.420 2.508 -0.367
C 2.198 -0.306 -0.123
C 2.433 -1.541 -0.499
C 1.244 -2.474 -0.676
O 1.283 -3.615 -0.397
C 0.008 -1.803 -1.245
C -0.237 -0.566 -0.865
C -1.364 0.346 -1.304
O -0.732 1.579 -1.703
O -1.152 2.620 -0.888
C 0.733 0.027 0.143
O 0.349 0.656 1.070
H 6.430 1.364 -0.944
H 5.264 2.346 -0.045
H 5.302 2.424 -1.791
H 3.833 0.696 -1.988
H 4.831 -0.419 -0.990
H 3.692 0.788 1.066
H 3.442 -1.889 -0.702
H -0.648 -2.320 -1.944
H -2.071 0.588 -0.506
H -1.845 -0.039 -2.212
H -0.808 2.470 0.012
C 1.117 0.755 4.086
O 0.957 1.661 5.180
C 0.807 2.937 4.817
O 0.797 3.356 3.689
O 0.668 3.669 5.927
C 0.497 5.066 5.688
H 1.229 -0.242 4.506
H 0.241 0.767 3.443
H 2.012 0.997 3.514
H -0.407 5.250 5.108
H 1.367 5.479 5.178
H 0.396 5.548 6.657
C -4.410 -3.090 -5.506
O -5.215 -3.690 -4.490
C -4.778 -3.480 -3.248
O -3.798 -2.850 -2.939
O -5.614 -4.089 -2.405
C -5.267 -3.948 -1.027
H -4.867 -3.332 -6.462
H -4.388 -2.007 -5.390
H -3.400 -3.497 -5.487
H -5.279 -2.899 -0.733
H -4.291 -4.389 -0.829
H -6.017 -4.482 -0.450
```

As for the total energy: -3949.74099 Eh. Its charge is 0. Its SMILES is CC[C@@H](Br)C1=CC(=O)C=C(COO)C1=O.COC(=O)OC.COC(=O)OC. The HOMO energy is -0.3573 hartree.

Löwdin atomic charge list, values in e, 8 entries: -0.14, -0.29, -0.55, 0.82, -0.18, 0.07, -0.37, 0.14

Respective frontier orbital gap values: 8.126 9.078 eV.
Respective M values: 348.29 455.25 g/mol.